{
  "formula": "C5H14N2O2",
  "method": "ωB97M-V/def2-TZVPD",
  "homo_ha": -0.262,
  "orbital_gap_ev": 7.80,
  "e_lumo_ev": 0.68,
  "total_charge": 0,
  "spin_multiplicity": 1,
  "de_lowest_kj_mol": 401.9,
  "elements": ["C", "C", "O", "H", "H", "H", "H", "H", "H", "C", "C", "C", "N", "N", "O", "H", "H", "H", "H", "H", "H", "H", "H"],
  "positions_angstrom": [[1.764, -0.090, 0.112], [2.152, -1.535, -0.173], [1.927, 0.233, 1.499], [1.376, -0.377, 2.000], [2.478, 0.564, -0.397], [0.312, -0.204, -0.028], [2.179, -1.707, -1.250], [1.421, -2.227, 0.257], [3.134, -1.787, 0.237], [-1.458, -0.109, 1.540], [-1.185, 1.073, -0.692], [-1.187, -0.132, 0.050], [-1.502, 1.021, -2.032], [-0.287, 2.060, -0.323], [-1.887, -1.212, -0.533], [-1.447, -1.432, -1.363], [-2.381, 0.581, -2.262], [-1.265, 1.842, -2.568], [-0.263, 2.195, 0.682], [0.680, 1.601, -0.498], [-0.821, 0.620, 2.039], [-2.506, 0.114, 1.743], [-1.235, -1.089, 1.959]]
}